(1)
The following is a quantum chemistry calculation of a molecular structure, C45H55BGeMnN7 at a distorted geometry, from the Open Molecules 2025 dataset.

The geometry in ORCA input format:
```
! wB97M-V def2-TZVPD RIJCOSX def2/J DEFGRID3
* xyz 0 5
Mn 1.574 -2.851 -0.673
C -2.807 -2.872 0.541
C -1.668 -3.708 -0.101
C -2.316 -4.891 -0.751
C -0.599 -4.154 0.851
C -0.660 -5.208 1.806
C 0.671 -5.476 2.177
N 1.492 -4.595 1.544
N 0.665 -3.759 0.745
B 2.927 -4.305 2.196
N 2.936 -3.264 3.274
C 3.138 -3.429 4.669
C 2.776 -2.278 5.267
C 2.301 -1.415 4.220
N 2.433 -1.971 2.991
C 1.807 -0.011 4.334
C 2.864 0.788 5.151
C 0.444 -0.020 5.152
N 3.775 -3.659 0.858
C 5.134 -3.483 0.699
C 5.433 -2.212 0.194
C 4.170 -1.643 -0.055
N 3.144 -2.474 0.303
C 3.951 -0.214 -0.480
C 5.340 0.450 -0.666
C 3.040 0.652 0.442
H -3.187 -3.279 1.501
H -3.656 -3.027 -0.138
H -2.559 -1.780 0.694
H -1.074 -3.069 -0.805
H -3.144 -5.337 -0.197
H -1.638 -5.757 -0.700
H -2.556 -4.746 -1.833
H -1.508 -5.712 2.147
H 1.065 -6.279 2.803
H 3.395 -5.374 2.491
H 3.668 -4.324 4.946
H 2.662 -2.029 6.346
H 1.601 0.377 3.336
H 2.761 0.381 6.191
H 2.613 1.880 5.221
H 3.847 0.644 4.657
H 0.292 -0.811 5.861
H -0.389 -0.073 4.398
H 0.326 0.984 5.573
H 5.707 -4.379 0.886
H 6.394 -1.781 -0.010
H 3.413 -0.308 -1.447
H 5.982 0.300 0.223
H 5.191 1.515 -0.947
H 5.909 -0.082 -1.478
H 2.235 1.100 -0.205
H 3.721 1.383 0.891
H 2.572 0.155 1.282
C -5.973 2.198 1.557
C -4.646 2.276 1.975
C -3.696 2.716 1.082
C -4.067 3.331 -0.142
C -5.401 3.196 -0.533
C -6.386 2.614 0.360
Ge -2.609 4.215 -1.075
C -3.453 4.983 -2.673
C -3.127 6.303 -3.024
C -3.497 6.802 -4.270
C -4.205 6.024 -5.183
C -4.397 4.687 -4.832
C -4.135 4.160 -3.558
C -2.274 5.814 0.064
C -0.941 6.217 0.308
C -0.678 7.337 1.066
C -1.694 8.149 1.545
C -2.990 7.922 1.115
C -3.259 6.730 0.438
H -6.687 1.765 2.309
H -4.427 1.893 2.962
H -2.670 2.625 1.290
H -5.765 3.478 -1.538
H -7.408 2.750 -0.034
H -2.497 6.871 -2.381
H -3.156 7.821 -4.437
H -4.714 6.413 -6.038
H -4.905 4.042 -5.527
H -4.375 3.141 -3.376
H -0.067 5.541 0.114
H 0.320 7.573 1.353
H -1.426 8.988 2.172
H -3.778 8.712 1.257
H -4.278 6.556 0.056
C 1.961 -5.390 -2.124
N 2.016 -3.951 -2.500
C 3.315 -3.835 -3.208
C 0.879 -3.721 -3.439
C 0.541 -2.222 -3.342
C 0.133 -1.459 -4.441
C -0.221 -0.127 -4.229
C 0.017 0.568 -3.063
C 0.473 -0.197 -1.985
C 0.613 -1.587 -2.092
H 1.894 -6.031 -3.103
H 1.072 -5.677 -1.470
H 2.837 -5.579 -1.582
H 4.127 -4.139 -2.513
H 3.490 -2.773 -3.441
H 3.265 -4.446 -4.186
H 0.026 -4.244 -2.921
H 1.043 -3.943 -4.523
H 0.023 -1.904 -5.444
H -0.598 0.388 -5.107
H 0.103 1.626 -3.061
H 0.640 0.226 -1.006
*
```

Calculated values
Gap between HOMO and LUMO (alpha / beta) ... 7.837 / 5.558 eV
HOMO energy (alpha / beta) ... -7.225 / -6.937 eV



(2)
The following is a quantum chemistry calculation of a molecular structure, C45H55BO4Ta at a distorted geometry, from the Open Molecules 2025 dataset.

The geometry in ORCA input format:
```
! wB97M-V def2-TZVPD RIJCOSX def2/J DEFGRID3
* xyz -1 1
C 3.079 3.499 -2.621
C 2.052 2.368 -2.598
O 2.692 1.085 -2.790
C 1.204 2.345 -1.338
Ta 2.149 1.714 0.658
O 2.488 -0.241 0.099
B 3.549 -0.796 0.727
O 3.357 -1.887 1.572
O 4.827 -0.382 0.528
H 3.153 3.982 -1.648
H 2.824 4.252 -3.366
H 4.061 3.093 -2.858
H 1.385 2.525 -3.456
H 2.438 0.751 -3.653
H 0.798 3.356 -1.246
H 0.376 1.646 -1.501
H 0.473 1.345 1.397
H 2.997 1.389 2.290
H 3.808 2.227 0.008
H 2.000 3.473 1.200
H 2.442 -1.869 1.876
H 5.417 -0.802 1.163
C -2.257 0.632 5.832
C -0.874 0.519 5.883
C -0.176 0.052 4.779
C -0.857 -0.298 3.622
C -2.238 -0.181 3.570
C -2.938 0.281 4.675
H -2.803 1.000 6.692
H -0.337 0.800 6.781
H 0.903 -0.026 4.815
H -0.303 -0.640 2.760
H -2.766 -0.442 2.662
H -4.017 0.374 4.634
C 1.172 -2.537 -2.147
C 0.464 -2.782 -3.314
C -0.603 -3.671 -3.310
C -0.967 -4.311 -2.134
C -0.260 -4.063 -0.965
C 0.809 -3.178 -0.973
H 1.997 -1.835 -2.133
H 0.740 -2.273 -4.230
H -1.156 -3.859 -4.222
H -1.803 -5.000 -2.128
H -0.546 -4.558 -0.046
H 1.363 -2.976 -0.066
C -5.360 -0.223 11.282
C -5.352 -0.689 9.975
C -4.206 -0.568 9.202
C -3.068 0.015 9.737
C -3.075 0.480 11.045
C -4.222 0.362 11.817
H -6.255 -0.316 11.884
H -6.240 -1.146 9.558
H -4.198 -0.927 8.181
H -2.174 0.106 9.133
H -2.186 0.934 11.461
H -4.228 0.727 12.836
C -1.002 -2.976 -9.602
C -1.646 -3.927 -8.824
C -1.138 -4.265 -7.579
C 0.013 -3.650 -7.109
C 0.657 -2.697 -7.886
C 0.150 -2.361 -9.133
H -1.398 -2.712 -10.574
H -2.546 -4.407 -9.189
H -1.639 -5.008 -6.972
H 0.409 -3.911 -6.136
H 1.552 -2.215 -7.516
H 0.653 -1.618 -9.738
C -5.575 -4.023 -9.967
C -6.290 -4.259 -11.132
C -7.358 -5.144 -11.122
C -7.712 -5.790 -9.946
C -6.997 -5.553 -8.781
C -5.927 -4.670 -8.792
H -4.742 -3.331 -9.973
H -6.015 -3.753 -12.048
H -7.916 -5.330 -12.031
H -8.546 -6.480 -9.938
H -7.273 -6.056 -7.864
H -5.367 -4.484 -7.884
C 4.991 1.882 7.334
C 4.006 2.430 6.524
C 3.446 1.677 5.502
C 3.869 0.372 5.294
C 4.851 -0.178 6.105
C 5.415 0.578 7.124
H 5.431 2.473 8.128
H 3.676 3.448 6.685
H 2.686 2.099 4.857
H 3.432 -0.207 4.491
H 5.181 -1.196 5.939
H 6.186 0.151 7.753
C 2.683 6.714 0.624
C 3.998 6.372 0.343
C 4.890 7.345 -0.082
C 4.472 8.662 -0.221
C 3.158 9.005 0.063
C 2.264 8.029 0.484
H 1.994 5.944 0.949
H 4.315 5.342 0.455
H 5.915 7.076 -0.307
H 5.170 9.421 -0.553
H 2.830 10.031 -0.046
H 1.237 8.294 0.701
*
```

Calculated values
Gap between HOMO and LUMO ... 7.118 eV
HOMO energy ... -5.157 eV



(3)
The following is a quantum chemistry calculation of a molecular structure, C45H55CrN4O2P, from the Open Molecules 2025 dataset.

The geometry in ORCA input format:
```
! wB97M-V def2-TZVPD RIJCOSX def2/J DEFGRID3
* xyz 0 5
Cr 0.498 0.560 -0.330
C -3.312 0.128 -1.912
C -2.724 0.971 -0.777
C -3.239 2.409 -0.828
C -2.965 0.357 0.588
C -4.343 -0.074 0.855
C -4.711 -0.754 1.936
C -3.690 -1.150 2.946
C -2.301 -0.433 2.871
C -1.997 0.422 4.115
C -2.940 1.626 4.142
C -2.079 -0.315 5.456
C -2.010 0.300 1.545
N -0.704 0.771 1.329
C -0.283 1.930 2.015
C 0.791 2.608 1.570
N 1.437 2.151 0.429
C 2.478 2.850 -0.166
C 3.726 2.183 -0.299
C 4.770 2.783 -0.998
C 4.625 4.048 -1.547
C 3.412 4.700 -1.410
C 2.325 4.127 -0.750
C 1.015 4.903 -0.818
C -0.228 4.055 -1.103
C 0.792 5.816 0.392
C 3.953 0.822 0.339
C 4.234 -0.270 -0.694
C 5.074 0.895 1.379
H -2.994 0.525 -2.881
H -4.405 0.130 -1.908
H -2.982 -0.912 -1.842
H -1.648 0.993 -0.955
H -4.320 2.435 -0.662
H -3.036 2.869 -1.799
H -2.763 3.012 -0.053
H -5.101 0.215 0.134
H -5.749 -1.023 2.099
H -4.123 -1.052 3.943
H -0.965 0.760 4.023
H -3.955 1.309 4.400
H -2.986 2.124 3.173
H -2.622 2.355 4.890
H -3.040 -0.808 5.619
H -1.956 0.410 6.263
H -1.292 -1.059 5.577
H -0.813 2.295 2.882
H 1.179 3.464 2.109
H 5.715 2.259 -1.098
H 5.444 4.514 -2.082
H 3.283 5.678 -1.863
H 1.137 5.570 -1.677
H -0.528 3.472 -0.232
H -0.061 3.368 -1.938
H -1.057 4.714 -1.376
H 0.583 5.242 1.293
H -0.063 6.471 0.210
H 1.669 6.441 0.575
H 3.029 0.564 0.866
H 5.157 -0.074 -1.246
H 3.413 -0.351 -1.412
H 4.342 -1.238 -0.198
H 6.026 1.169 0.917
H 5.204 -0.071 1.872
H 4.844 1.641 2.141
N 2.600 2.162 -3.305
C 1.376 1.604 -3.283
N 0.539 1.904 -4.316
O 1.000 0.844 -2.381
H 2.771 2.963 -3.886
H 3.136 2.116 -2.446
H 0.897 2.278 -5.176
H -0.319 1.382 -4.354
O 0.809 -1.425 -0.840
P 0.159 -2.772 -0.652
C 1.414 -4.009 -0.287
C 1.170 -5.065 0.586
C 2.155 -6.017 0.814
C 3.382 -5.909 0.176
C 3.631 -4.851 -0.690
C 2.649 -3.903 -0.926
C -1.052 -2.772 0.650
C -0.668 -2.124 1.758
C -1.607 -1.853 2.874
C -2.998 -2.542 2.793
C -3.288 -3.239 1.503
C -2.409 -3.324 0.511
C -0.615 -3.274 -2.197
C -1.019 -4.588 -2.432
C -1.621 -4.923 -3.632
C -1.817 -3.951 -4.606
C -1.404 -2.647 -4.381
C -0.801 -2.306 -3.177
H 0.218 -5.130 1.099
H 1.967 -6.835 1.496
H 4.152 -6.648 0.358
H 4.593 -4.763 -1.178
H 2.839 -3.065 -1.587
H 0.337 -1.725 1.844
H -1.093 -2.039 3.816
H -3.211 -3.214 3.629
H -4.278 -3.663 1.377
H -2.685 -3.811 -0.416
H -0.852 -5.352 -1.680
H -1.935 -5.943 -3.813
H -2.289 -4.215 -5.544
H -1.548 -1.893 -5.145
H -0.458 -1.295 -2.990
*
```

Calculated values
Energy above the lowest of the compared OMol25 structures with the same formula, charge and spin ... 2.169 eV
Gap between HOMO and LUMO (alpha / beta) ... 5.211 / 5.520 eV
HOMO energy (alpha / beta) ... -4.915 / -5.228 eV



(4)
The following is a quantum chemistry calculation of a molecular structure, C45H60AsI2N4OPtSi3 at a distorted geometry, from the Open Molecules 2025 dataset.

The geometry in ORCA input format:
```
! wB97M-V def2-TZVPD RIJCOSX def2/J DEFGRID3
* xyz 3 1
Pt 0.101 1.356 0.371
C -1.820 -1.288 2.445
Si -1.549 0.348 3.352
C -1.098 -0.024 5.139
C -3.179 1.284 3.371
C -0.048 1.236 2.508
Si -0.074 3.211 2.821
C 1.623 3.990 2.592
C -1.380 4.145 1.837
C -0.522 3.422 4.644
Si 1.580 0.395 3.077
C 2.289 1.077 4.670
C 1.657 -1.478 3.119
C 2.707 0.862 1.618
C 4.089 0.805 1.711
C 4.889 1.115 0.621
C 4.264 1.534 -0.543
C 2.889 1.605 -0.575
N 2.114 1.249 0.466
H -2.508 -1.888 3.046
H -0.900 -1.854 2.327
H -2.258 -1.142 1.458
H -1.950 -0.514 5.615
H -0.895 0.885 5.705
H -0.239 -0.687 5.242
H -4.000 0.563 3.371
H -3.306 1.956 2.526
H -3.293 1.873 4.282
H 2.218 3.565 1.787
H 2.212 3.939 3.509
H 1.484 5.051 2.373
H -1.339 3.975 0.764
H -1.223 5.213 2.007
H -2.390 3.916 2.180
H 0.203 2.957 5.309
H -1.515 3.044 4.878
H -0.515 4.500 4.828
H 1.620 0.906 5.514
H 2.494 2.145 4.618
H 3.228 0.566 4.895
H 0.946 -1.928 3.812
H 2.657 -1.771 3.446
H 1.487 -1.908 2.136
H 4.538 0.511 2.651
H 5.967 1.042 0.678
H 4.829 1.814 -1.421
H 2.403 1.991 -1.454
C -3.330 -0.919 -4.908
C -3.621 0.275 -4.258
C -2.627 0.935 -3.552
C -1.338 0.407 -3.510
C -1.043 -0.778 -4.171
C -2.043 -1.437 -4.874
As 0.019 1.342 -2.466
C 1.623 0.742 -3.346
C 2.319 -0.435 -3.111
C 3.434 -0.724 -3.885
C 3.846 0.171 -4.866
C 3.158 1.358 -5.080
C 2.035 1.659 -4.318
C 1.183 2.857 -4.453
C 1.348 3.871 -5.387
C 0.443 4.922 -5.439
C -0.650 4.961 -4.579
C -0.819 3.965 -3.633
C 0.095 2.925 -3.573
H -4.106 -1.438 -5.454
H -4.619 0.689 -4.313
H -2.839 1.881 -3.064
H -0.036 -1.175 -4.164
H -1.816 -2.357 -5.397
H 1.987 -1.120 -2.338
H 3.981 -1.644 -3.729
H 4.712 -0.061 -5.470
H 3.501 2.042 -5.845
H 2.176 3.843 -6.083
H 0.591 5.720 -6.154
H -1.362 5.772 -4.644
H -1.650 4.016 -2.939
I 1.111 4.788 -0.894
I 0.470 7.522 0.079
C 0.414 -7.314 2.558
C 0.503 -7.300 1.037
N 0.524 -5.950 0.449
C 1.733 -5.548 -0.263
C 2.847 -5.178 0.717
C -0.583 -5.206 0.542
O -1.578 -5.532 1.174
C -0.721 -3.893 -0.203
C -1.895 -3.762 -0.949
C -2.251 -2.520 -1.437
C -1.460 -1.436 -1.088
N -0.313 -1.548 -0.424
C 0.059 -2.764 -0.013
H 0.392 -8.349 2.897
H -0.495 -6.826 2.901
H 1.275 -6.817 3.006
H -0.360 -7.831 0.630
H 1.402 -7.815 0.705
H 1.504 -4.718 -0.929
H 2.061 -6.391 -0.873
H 2.505 -4.418 1.423
H 3.713 -4.803 0.172
H 3.159 -6.053 1.285
H -2.516 -4.632 -1.115
H -3.140 -2.380 -2.037
H -1.774 -0.441 -1.345
H 1.010 -2.827 0.500
C -5.361 2.078 0.465
C -4.402 1.095 -0.228
C -2.995 1.325 0.039
N -1.876 1.466 0.237
H -6.379 1.817 0.185
H -5.171 3.103 0.153
H -5.287 2.013 1.547
H -4.549 1.143 -1.310
H -4.619 0.070 0.088
*
```

Calculated values
Gap between HOMO and LUMO (alpha / beta) ... 2.814 / 2.799 eV
HOMO energy (alpha / beta) ... -15.134 / -15.133 eV



Number 1: E_tot -146495.7128 eV. Number 2: E_tot -57976.1407 eV. Number 3: E_tot -95325.1768 eV. Number 4: E_tot -159542.6685 eV.